# 1
Formula: C16H29BN8O4PRuS4
Source: the OMol25 dataset
Level of theory: wB97M-V/def2-TZVPD

The geometry in XYZ format:
```
64
Properties=species:S:1:pos:R:3
Ru -0.4552 -0.0595 0.4148
S -0.3632 -0.1242 -1.9553
S 2.2849 -4.4193 -2.2982
S -1.2339 -0.2370 2.7653
S -0.1178 2.3198 1.0024
P -0.4375 1.5718 2.8117
O 2.4635 -0.1871 0.3652
O -1.2830 2.5889 3.7476
O 0.9662 1.5806 3.5867
O 1.4273 -1.8403 1.4256
N -1.3400 2.7660 -2.3607
N 1.3848 -1.3255 -3.6924
N -3.2988 2.7808 -1.0598
N -0.1105 -3.3341 -3.0544
N -0.2127 -4.5324 -1.2308
N -2.7625 4.5829 -2.3424
N 2.2257 0.4645 -2.7611
N -2.7322 0.5698 -0.0998
C -2.9925 1.6039 -0.5512
C -1.4223 -3.3368 -2.6183
C -3.6559 2.4412 3.0768
C 2.7025 -2.4680 1.5401
C -2.4668 3.3201 -1.9144
C 1.1070 0.9967 4.8918
C 2.3560 1.7042 -2.0246
C 0.2070 -5.2471 -0.0504
C 3.1680 -0.0174 -3.6423
C -1.4969 -4.0628 -1.4860
C 1.0254 2.0486 5.9816
C 2.6371 -1.1166 -4.2157
C 1.1548 -0.3703 -2.7733
C -2.4280 3.3119 3.2583
C 0.6388 -4.0673 -2.1926
C 1.4054 -0.6332 0.7676
B 0.4414 -2.4893 -4.2239
H -2.1857 -2.7957 -3.1511
H 0.0405 2.5116 5.9985
H 3.0432 -2.8102 0.5623
H -2.6064 4.0828 4.0083
H -1.1430 1.7702 -2.2061
H -3.4548 1.6221 2.3876
H 1.6904 1.6850 -1.1813
H -3.9773 2.0157 4.0295
H -0.6564 -5.7559 0.3759
H 2.0845 0.5152 4.8914
H 3.4342 -1.7762 1.9559
H 1.7734 2.8262 5.8139
H -0.4922 -1.9795 -4.8067
H -2.3287 -4.2984 -0.8439
H 0.6406 -4.5707 0.6772
H 1.1235 -3.1612 -4.9574
H -0.8222 3.2127 -3.0963
H -2.3897 4.8862 -3.2241
H 4.1237 0.4639 -3.7660
H 0.3553 0.2167 5.0258
H 2.1297 2.5510 -2.6825
H -2.1608 3.8007 2.3198
H -3.7022 4.8764 -2.1342
H 0.9685 -5.9723 -0.3305
H 3.3688 1.7850 -1.6415
H 3.0492 -1.7996 -4.9387
H 2.5609 -3.3185 2.2048
H 1.2167 1.5874 6.9543
H -4.4696 3.0457 2.6670
```

Results
Net charge = -1
Energy relative to the best compared isomer or geometry (same formula, charge and spin) = 0.686 eV
LUMO level = 2.2 eV
Kohn-Sham gap = 6.28 eV

# 2
Formula: C3H3CuMgO4
Source: the OMol25 dataset
Level of theory: wB97M-V/def2-TZVPD

The geometry in XYZ format:
```
12
Properties=species:S:1:pos:R:3
Cu 1.2308 -0.0763 2.5627
Mg -1.2392 2.7519 -0.8904
O 0.8844 2.4204 -0.7261
O -0.3528 -1.1887 1.6161
O -0.3671 0.6755 -0.4961
O 1.5394 0.9410 0.7603
C -0.4007 -0.7112 -0.7448
C -0.4918 -1.5798 0.4765
C 0.8181 1.3121 -0.1594
H -1.2905 -0.8811 -1.3648
H -0.8207 -2.6174 0.2703
H 0.4900 -1.0463 -1.3044
```

Results
Net charge = +1
Multiplicity = 2
Energy relative to the best compared isomer or geometry (same formula, charge and spin) = 0.000 eV
LUMO level (spin up / spin down) = -4.5 / -4.7 eV
Kohn-Sham gap (spin up / spin down) = 6.23 / 9.27 eV

# 3
Formula: C42H51N8O4PRb
Source: the OMol25 dataset
Level of theory: wB97M-V/def2-TZVPD

The geometry in XYZ format:
```
107
Properties=species:S:1:pos:R:3
Rb -0.1410 -0.8134 -1.4628
P -0.1225 -0.3723 2.2938
O -3.7364 -2.8908 -0.5041
O -2.6891 2.7529 -3.9254
O -2.7056 1.1802 -5.4911
O -2.0288 -2.5923 -1.9116
N -3.2472 -0.3726 -2.9483
N 0.7654 1.6889 -3.7079
N 0.0531 -1.9507 2.9008
N -0.4685 2.5326 -1.4054
N -0.0282 -0.7374 -4.5354
N -0.7195 0.3709 3.7534
N 1.4470 0.2922 2.3165
N -0.9123 -0.2439 1.0108
C 0.7877 -0.0760 -5.3457
C 3.4640 0.9735 1.1163
C -2.3910 1.8909 5.5758
C 1.0715 1.3461 -4.9563
C -3.0292 1.5350 -4.3995
C 0.9356 2.9477 -3.3193
C 2.9064 -2.0915 -2.9147
C -2.0089 -0.1585 4.1874
C -0.3352 3.8051 0.6167
C 1.3206 -0.6567 -6.4898
C -3.1181 -2.2825 -1.5244
C -5.1858 0.9935 -3.1857
C 1.5810 2.2650 -5.8684
C -0.3889 -1.9725 -4.8556
C 0.6861 4.5680 0.0834
C 1.9453 1.0202 1.1521
C 2.2002 -3.2665 -2.6017
C 0.9409 -1.9486 -6.8187
C 0.6198 -2.3102 4.1916
C 1.1369 4.2875 -1.1975
C -1.0833 2.4415 5.0131
C -3.9313 -1.1533 -2.1253
C 0.5813 -4.7670 3.6548
C 0.7294 -4.2065 2.2296
C 1.7684 3.5725 -5.4601
C -0.7955 1.8220 3.6517
C 3.1604 -1.3994 -1.7077
C 0.0508 -2.6212 -6.0001
C 2.2937 0.3492 3.5017
C 0.5197 3.2703 -1.9148
C 1.4366 3.9304 -4.1655
C 0.0977 -3.6752 4.6219
C 3.1022 1.6429 3.5311
C -5.8972 0.1560 -2.3500
C -0.2443 -3.0605 1.9996
C -5.2552 -0.9449 -1.7930
C 4.0411 1.7411 2.3165
C 2.0137 -3.3056 -1.1969
C -0.8650 2.7777 -0.1551
C 2.6069 -2.1522 -0.6453
C -2.3557 0.3654 5.5758
C -3.8619 0.6776 -3.4633
H -3.3150 -0.0450 5.9048
H 1.5332 4.9538 -3.8291
H 2.0368 -0.1264 -7.1023
H 3.7820 -0.0708 1.1339
H -3.2178 2.2245 4.9364
H 2.9964 -0.4979 3.5389
H 3.6687 1.6966 4.4649
H 1.7204 -2.3559 4.1670
H -3.0708 -3.4673 -0.0941
H 1.6661 0.2825 4.3912
H 3.8248 1.3953 0.1762
H -0.1248 -5.6026 3.6592
H 0.3531 -1.5447 4.9225
H -0.9960 -3.6368 4.6323
H 5.0304 1.3524 2.5726
H 1.6274 2.0747 1.1656
H -2.8257 2.7888 -2.9683
H 1.7415 -3.8287 2.0649
H -2.5838 2.2808 6.5792
H -0.6932 3.9627 1.6250
H 1.3448 -2.4248 -7.7037
H 3.2242 -1.7889 -3.9058
H -1.0460 -2.4686 -4.1501
H 4.1793 2.7934 2.0492
H 1.5302 -4.0978 -0.6379
H 1.5389 -5.1677 3.9984
H -1.9612 -1.2482 4.1820
H -0.1836 -2.7055 0.9739
H -1.5958 2.1126 2.9466
H -1.5891 0.0223 6.2798
H -6.9347 0.3602 -2.1202
H 1.8823 -4.0227 -3.3097
H 1.5209 0.5763 0.2578
H -2.7999 0.1313 3.4754
H 0.1436 2.1966 3.2424
H 1.1527 5.3526 0.6669
H 2.4057 2.4871 3.5364
H 2.6485 -1.9063 0.4099
H -1.1240 3.5324 4.9323
H 2.1485 4.3128 -6.1531
H -5.6458 1.8604 -3.6425
H 0.5660 -4.9893 1.4861
H -0.2750 -3.6286 -6.2210
H 1.7961 1.9744 -6.8869
H 1.9662 4.8357 -1.6248
H -0.2599 2.1892 5.6905
H 3.7050 -0.4675 -1.6110
H -5.7519 -1.6059 -1.0984
H 0.4201 -3.8927 5.6436
H -1.2772 -3.4269 2.1485
H -1.6005 2.0934 0.2570
```

Results
Net charge = -1
LUMO level = 1.9 eV
Kohn-Sham gap = 5.03 eV

# 4
Formula: C3H9N3O
Source: the OMol25 dataset
Level of theory: wB97M-V/def2-TZVPD

The geometry in XYZ format:
```
16
Properties=species:S:1:pos:R:3
O -1.3683 -1.1416 0.8543
N -0.2572 1.3035 -1.5076
N 0.6866 0.9768 0.8803
N -1.3837 0.1108 0.1446
C 1.1045 0.1832 1.7912
C 0.5833 -0.9412 -1.0695
C -0.1903 0.2483 -0.5607
H 0.4636 -1.8103 -0.4292
H 1.6580 -0.7147 1.5468
H -2.2351 -1.1557 1.2759
H -0.8390 2.0686 -1.1884
H -0.3565 1.3754 1.0551
H -0.5545 0.9964 -2.4244
H 0.8055 0.3655 2.8203
H 0.2462 -1.2003 -2.0729
H 1.6370 -0.6648 -1.1158
```

Results
Energy relative to the best compared isomer or geometry (same formula, charge and spin) = 5.107 eV
LUMO level (spin up / spin down) = 0.8 / 0.8 eV
Kohn-Sham gap (spin up / spin down) = 8.44 / 8.44 eV

# 5
Formula: C39H27F5N11O6RbS3
Source: the OMol25 dataset
Level of theory: wB97M-V/def2-TZVPD

The geometry in XYZ format:
```
92
Properties=species:S:1:pos:R:3
Rb 0.8670 0.5993 -0.3710
S -0.7460 -2.6100 -3.9654
S -0.8866 2.4254 -2.5592
S 0.1631 0.8803 3.4267
F 5.8808 1.5542 4.8632
F 4.9980 2.1592 2.3436
F 4.0998 0.6122 6.6992
F 1.5298 0.2926 6.0792
F 2.4419 1.7764 1.6741
O 4.6249 0.4206 -3.1650
O 2.7001 -0.1110 -2.1238
O 2.9405 -1.6571 2.5228
O 8.7359 0.5763 -0.5839
O 4.8431 -1.8632 3.5040
O 8.8109 -0.2167 1.4090
N -3.9218 -4.6549 7.9673
N 0.1985 -2.0817 0.5731
N 1.5559 -1.6298 -4.9464
N 4.1479 -1.5606 2.5526
N 0.0123 -0.1089 -4.6646
N -3.5061 3.0110 -2.8817
N -1.1690 -3.0634 2.0003
N -3.2120 1.4859 -1.3045
N -3.0515 3.8682 -3.8140
N 8.2351 -0.0040 0.3583
N -2.4611 0.8513 -0.5514
C 2.8024 1.5195 2.9505
C 3.9399 0.0619 -2.1956
C -0.8778 -2.6045 -0.1187
C -6.1247 5.2885 -5.2460
C -3.4519 -4.3726 6.9559
C 2.3459 0.7616 5.1215
C -4.8678 -1.6664 0.7607
C -1.7161 -3.2431 0.7367
C -4.4294 -1.7650 2.0774
C -4.2238 6.2120 -6.3632
C -2.8620 -4.0338 5.6906
C -3.1447 -4.8097 4.5688
C -1.7304 -3.3963 3.2406
C -3.9099 4.5979 -4.5907
C -2.5772 -4.4950 3.3495
C 1.8330 1.0600 3.8520
C 6.7833 -0.2510 0.3141
C 6.1754 -0.7593 1.4456
C -3.3835 5.4560 -5.5676
C 2.2583 -0.3908 -5.2672
C 4.5870 1.3946 4.5358
C 0.2922 -1.4167 -4.5264
C -4.2512 -0.7919 -0.1205
C -0.0040 -2.3732 1.8240
C 4.8151 -0.9789 1.3726
C 1.2273 0.6792 -4.8712
C -1.4590 -2.6026 4.3566
C -5.3005 4.5225 -4.4392
C 3.6765 0.9160 5.4601
C 4.1356 1.6970 3.2642
C 6.0868 0.0146 -0.8517
C 4.0733 -0.7034 0.2346
C -2.7235 -0.1313 1.6249
C -2.0161 -2.9297 5.5767
C -2.5878 2.3346 -2.2616
C 4.7192 -0.2169 -0.8939
C -5.6046 6.1397 -6.2137
C -3.3596 -0.9905 2.5080
C -3.1812 -0.0213 0.3196
H -4.5725 -0.7019 -1.1498
H -6.2595 6.7326 -6.8392
H -5.7030 3.8590 -3.6878
H -5.6944 -2.2778 0.4178
H -3.8034 -5.6629 4.6601
H -0.8554 -1.7062 4.2564
H -0.7489 0.2978 -4.1342
H -2.7790 -5.1045 2.4795
H 2.4860 -0.3553 -6.3371
H -0.9798 -2.4656 -1.1849
H -3.0083 -1.0557 3.5303
H 6.5785 0.3980 -1.7336
H 2.0149 -2.4828 -4.6866
H -1.8133 -2.3134 6.4421
H 3.0073 -0.8823 0.2039
H -2.6772 -3.7013 0.5892
H -1.8686 0.4566 1.9339
H 0.6328 -2.0828 2.6420
H 3.1764 -0.2751 -4.6937
H 6.7321 -0.9698 2.3444
H -3.7935 6.8674 -7.1116
H -2.3084 5.5183 -5.6900
H 1.5151 1.1705 -3.9424
H -2.0428 3.8809 -3.9612
H -7.1985 5.2168 -5.1156
H -4.9151 -2.4486 2.7640
H 1.0825 1.4249 -5.6518
```

Results
Net charge = -2
Energy relative to the best compared isomer or geometry (same formula, charge and spin) = 0.000 eV
LUMO level = 2.9 eV
Kohn-Sham gap = 5.84 eV

# 6
Formula: C2H2N3O
Source: the OMol25 dataset
Level of theory: wB97M-V/def2-TZVPD

The geometry in XYZ format:
```
8
Properties=species:S:1:pos:R:3
O 3.1058 -0.7610 -0.7959
N 0.7469 -0.1280 0.4289
N -3.3598 0.0613 -0.4409
N -4.1831 0.4164 -1.0815
C -0.3647 -0.3113 0.6568
C 2.8045 0.1116 -0.2521
H 2.6886 0.9422 0.4162
H -1.4382 -0.3313 1.0685
```

Results
Net charge = +1
Multiplicity = 3
Energy relative to the best compared isomer or geometry (same formula, charge and spin) = 4.727 eV
LUMO level (spin up / spin down) = -5.6 / -10.0 eV
Kohn-Sham gap (spin up / spin down) = 5.92 / 7.92 eV

# 7
Formula: C4H10O2
Source: the OMol25 dataset
Level of theory: wB97M-V/def2-TZVPD

The geometry in XYZ format:
```
16
Properties=species:S:1:pos:R:3
O 1.1741 -1.0902 -0.3027
O -0.0246 0.7653 -1.6848
C -0.1923 0.8190 -0.2825
C 0.7495 1.8300 0.3608
C 0.0019 -0.5818 0.3326
C -1.1872 -1.5202 0.1600
H 0.1935 -0.4678 1.4110
H -1.2299 1.1337 -0.1157
H 0.5820 2.8302 -0.0495
H 0.7198 0.1607 -1.8299
H -1.4194 -1.6894 -0.8962
H -0.9795 -2.4893 0.6325
H 0.5821 1.8639 1.4438
H 1.3135 -1.9996 -0.0161
H 1.7927 1.5463 0.1829
H -2.0762 -1.1106 0.6537
```

Results
SMILES = C[C@@H](O)[C@@H](C)O
Energy relative to the best compared isomer or geometry (same formula, charge and spin) = 0.504 eV
LUMO level = 0.8 eV
Kohn-Sham gap = 10.82 eV

# 8
Formula: C11H23BBrI2NO2P
Source: the OMol25 dataset
Level of theory: wB97M-V/def2-TZVPD

The geometry in XYZ format:
```
42
Properties=species:S:1:pos:R:3
I -3.2903 -1.9298 -2.0010
I 2.8555 -1.1155 3.4887
Br -2.9365 -1.0477 1.0035
P -0.4919 -2.8296 1.0903
O -0.2283 -2.6329 2.8386
O -2.0276 2.1463 1.8019
N -0.1399 0.0627 0.4027
C 2.2203 -0.1933 1.6130
C -0.2158 -1.9482 -2.2984
C -0.3557 0.9292 -2.8914
C -1.0195 -1.1723 0.3205
C -2.1734 3.7893 -0.2945
C -0.7279 1.2526 -0.3852
C -1.3067 -1.2162 -1.3234
C 3.2539 1.0951 1.3482
C 1.2291 -3.4307 0.4603
C 0.6401 0.3531 1.6761
C -1.3842 0.4174 -1.6764
B -1.6250 2.3852 0.3723
H 0.0837 -0.0530 2.6518
H 1.1373 -4.5938 0.2209
H 2.0147 -3.3703 1.3581
H -0.5393 0.3741 -3.9098
H -1.8210 4.7136 0.3676
H -0.4242 -1.8562 -3.4444
H 0.2139 1.8603 -0.7543
H -1.1366 -2.7039 3.3018
H -1.2216 2.3271 2.3961
H -2.4364 0.8048 -2.0852
H 2.9035 2.0729 1.9032
H 1.6597 -2.8090 -0.4305
H 3.1847 1.2903 0.1727
H 0.7678 0.7356 -2.5358
H -1.7919 3.8528 -1.3988
H 0.7773 1.5200 1.8924
H -3.3611 3.7770 -0.2099
H 0.6421 -0.2078 -0.2702
H -0.4524 2.1129 -3.0153
H 2.4227 -0.9352 0.7363
H 0.8838 -1.5209 -2.1277
H 4.3530 0.7879 1.6242
H -0.1359 -3.0941 -1.9892
```

Results
Net charge = +1
LUMO level = -3.4 eV
Kohn-Sham gap = 8.60 eV

Table of maximum force (eV Å⁻¹), in record order: 0.8, 2.3, 1.2, 3.2, 1.6, 16.1, 0.3, 3.6
Table of E (eV), in record order: -93069.47270, -61426.63068, -74439.49260, -9770.43181, -116304.81994, -8608.01006, -8405.04279, -113562.59254